Density functional theory data (ωB97M-V with the def2-TZVPD basis set) for a molecular structure, C3H9N2OP at a distorted geometry.

Summary:
HOMO energy (alpha / beta) = -7.8 / -8.5 eV
molecular weight = 120.1 g mol⁻¹
spin multiplicity = 1
relative energy (zero: lowest compared OMol25 entry of this formula, charge and spin) = 5.894 eV

The geometry in XYZ format:
```
16
C3H9N2OP, DFT ωB97M-V with the def2-TZVPD basis set
C 1.628 0.564 0.294
C 1.867 -0.516 -0.703
C 0.132 0.644 0.568
N 1.125 -1.618 -0.251
N -2.865 0.325 -0.676
O -2.533 -0.516 0.382
P -0.309 -1.049 0.287
H 2.211 0.289 1.168
H 2.250 1.520 0.083
H 1.720 -0.213 -1.691
H 2.937 -0.872 -0.621
H -0.235 0.984 1.493
H -0.306 1.311 -0.185
H -3.482 1.071 -0.240
H -3.456 -0.305 -1.312
H -0.685 -1.618 1.403
```

Mulliken charges, unit e, in atom order:
1. C -0.54
2. C -0.41
3. C -0.72
4. N -0.52
5. N -0.43
6. O -0.45
7. P 0.57
8. H 0.29
9. H 0.31
10. H 0.29
11. H 0.30
12. H 0.50
13. H 0.31
14. H 0.23
15. H 0.24
16. H 0.00